{"formula": "C26H45F5P2Ru", "method": "ωB97M-V/def2-TZVPD", "total_charge": 1, "lumo_energy_ev": [-2.75, -5.85], "spin_multiplicity": 6, "e_homo_ev": [-8.45, -9.27], "fmax_ha_per_bohr": 0.095, "e_above_lowest_ev": 0.845, "elements": ["Ru", "C", "C", "C", "C", "C", "C", "H", "H", "H", "C", "H", "H", "H", "C", "H", "H", "H", "C", "H", "H", "H", "C", "H", "H", "H", "C", "C", "C", "C", "C", "C", "C", "C", "H", "H", "H", "H", "H", "H", "H", "H", "H", "H", "H", "H", "P", "C", "H", "H", "H", "C", "H", "H", "H", "C", "H", "H", "H", "P", "C", "H", "H", "H", "C", "H", "H", "H", "C", "H", "H", "H", "F", "C", "F", "C", "F", "F", "F"], "xyz": [[0.578, 0.236, 0.489], [-1.312, -1.635, -3.011], [-0.187, -1.268, -3.820], [0.617, -2.454, -2.027], [-0.807, -2.392, -1.895], [0.990, -1.784, -3.213], [-2.728, -1.361, -3.273], [-2.839, -0.528, -3.983], [-3.288, -1.123, -2.356], [-3.229, -2.229, -3.733], [-1.628, -2.968, -0.840], [-2.505, -2.335, -0.661], [-1.075, -3.030, 0.110], [-1.997, -3.981, -1.083], [1.495, -3.244, -1.135], [1.431, -4.301, -1.437], [1.188, -3.191, -0.090], [2.552, -2.948, -1.210], [2.365, -1.652, -3.751], [2.415, -1.996, -4.793], [3.060, -2.263, -3.163], [2.703, -0.605, -3.729], [-0.272, -0.567, -5.111], [-0.541, -1.278, -5.907], [0.709, -0.136, -5.367], [-1.038, 0.218, -5.096], [-0.532, 1.720, 1.267], [-1.162, 1.044, 0.120], [-1.097, 1.607, -1.255], [0.352, 1.627, -1.924], [1.411, 1.072, -1.043], [1.789, 1.763, 0.203], [1.290, 3.190, 0.426], [-0.088, 3.163, 1.158], [-1.516, 2.623, -1.279], [0.613, 2.650, -2.223], [-1.710, 0.971, -1.904], [-0.834, 3.753, 0.606], [-1.043, 1.547, 2.225], [-2.093, 0.464, 0.384], [0.027, 3.619, 2.155], [2.029, 3.772, 0.995], [2.818, 1.558, 0.580], [1.183, 3.716, -0.530], [0.346, 1.053, -2.859], [2.179, 0.413, -1.457], [-4.378, 0.793, 1.011], [-5.416, -0.616, 1.375], [-6.207, -0.165, 1.978], [-4.825, -1.369, 1.915], [-5.752, -1.001, 0.406], [-3.955, 1.442, 2.669], [-4.936, 1.566, 3.144], [-3.418, 2.403, 2.632], [-3.340, 0.720, 3.229], [-5.368, 2.091, 0.288], [-4.803, 3.029, 0.376], [-6.266, 2.053, 0.909], [-5.530, 1.817, -0.762], [3.935, 0.408, 2.678], [5.100, -0.049, 1.346], [5.709, 0.815, 1.036], [4.459, -0.335, 0.492], [5.680, -0.931, 1.660], [4.293, 2.131, 3.121], [4.834, 2.611, 2.290], [4.822, 2.107, 4.083], [3.293, 2.600, 3.213], [4.291, -0.687, 4.084], [4.410, -0.142, 5.030], [5.153, -1.319, 3.826], [3.408, -1.340, 4.209], [-1.172, -0.870, 2.544], [0.213, -0.726, 2.360], [0.692, 0.098, 3.404], [0.936, -2.066, 2.449], [1.143, -2.437, 3.732], [0.182, -3.038, 1.869], [2.188, -2.104, 1.848]], "mulliken_spin": [2.4966, 0.3076, 0.4032, 0.3284, 0.2986, 0.2595, 0.0215, -0.0015, 0.0104, 0.0292, 0.0082, 0.0079, 0.0077, 0.0360, 0.1769, 0.0339, -0.0154, -0.0077, 0.0107, 0.0136, -0.0004, 0.0218, 0.0263, 0.0244, 0.0015, 0.0073, -0.0612, -0.1088, 0.1545, 0.1418, 0.1675, -0.0428, 0.0204, 0.0117, -0.0046, -0.0137, -0.0068, 0.0031, 0.0007, 0.0228, 0.0037, 0.0003, 0.0211, 0.0047, -0.0398, -0.0214, 0.0084, 0.0013, 0.0006, 0.0003, 0.0003, 0.0051, 0.0002, -0.0021, -0.0009, -0.0008, 0.0003, 0.0006, 0.0003, 0.0450, -0.0114, 0.0005, 0.0188, 0.0012, 0.0088, -0.0009, 0.0008, 0.0008, 0.0006, -0.0006, 0.0002, 0.0029, 0.0203, 0.1462, 0.0230, -0.0399, 0.0034, -0.0069, 0.0142]}

---

{"formula": "C10H43B2N13NiO7", "method": "ωB97M-V/def2-TZVPD", "lumo_energy_ev": [0.07, -1.02], "spin_multiplicity": 3, "e_homo_ev": [-9.43, -9.43], "fmax_ha_per_bohr": 0.049, "e_above_lowest_ev": 0.974, "elements": ["Ni", "B", "H", "H", "H", "H", "B", "H", "H", "H", "H", "C", "C", "C", "O", "C", "N", "H", "H", "H", "H", "H", "H", "H", "H", "H", "H", "H", "C", "O", "N", "N", "H", "H", "H", "H", "C", "O", "N", "N", "H", "H", "H", "H", "C", "O", "N", "N", "H", "H", "H", "H", "C", "O", "N", "N", "H", "H", "H", "H", "C", "O", "N", "N", "H", "H", "H", "H", "C", "O", "N", "N", "H", "H", "H", "H"], "xyz": [[-8.491, -28.253, -4.479], [-8.128, -26.116, -5.072], [-8.391, -25.780, -6.144], [-7.652, -25.269, -4.446], [-8.989, -26.530, -4.465], [-7.326, -26.917, -5.187], [-8.975, -29.134, -6.516], [-9.047, -27.990, -6.505], [-9.839, -29.726, -6.034], [-8.821, -29.474, -7.605], [-8.048, -29.409, -5.895], [-5.451, -31.177, -3.226], [-6.646, -30.512, -3.826], [-7.960, -30.864, -3.098], [-9.062, -30.204, -3.696], [-10.323, -30.702, -3.235], [-6.527, -29.035, -3.827], [-4.586, -30.955, -3.850], [-5.548, -32.261, -3.115], [-5.291, -30.897, -2.180], [-6.798, -30.822, -4.862], [-7.873, -30.548, -2.051], [-8.054, -31.952, -3.129], [-10.859, -30.918, -4.162], [-10.867, -30.021, -2.586], [-10.267, -31.687, -2.770], [-5.744, -28.903, -4.483], [-6.180, -28.701, -2.931], [-11.781, -27.847, -5.006], [-10.690, -27.954, -4.432], [-12.714, -26.936, -4.614], [-12.160, -28.567, -6.074], [-12.397, -26.310, -3.894], [-13.680, -26.990, -4.868], [-12.982, -28.306, -6.587], [-11.521, -29.200, -6.518], [-5.510, -32.348, -7.652], [-5.541, -33.543, -7.908], [-6.552, -31.515, -7.912], [-4.393, -31.711, -7.186], [-6.628, -30.637, -7.431], [-7.348, -31.823, -8.439], [-4.281, -30.818, -6.735], [-3.558, -32.273, -7.186], [-9.489, -32.970, -6.965], [-9.704, -34.107, -7.363], [-9.540, -31.883, -7.811], [-8.890, -32.664, -5.785], [-9.459, -30.894, -7.558], [-9.992, -32.116, -8.683], [-8.786, -33.446, -5.161], [-8.844, -31.699, -5.508], [-9.593, -26.626, -9.692], [-9.599, -25.697, -10.495], [-9.289, -27.918, -10.051], [-9.951, -26.461, -8.396], [-9.220, -28.160, -11.019], [-9.072, -28.524, -9.281], [-9.684, -27.135, -7.684], [-10.147, -25.524, -8.092], [-13.804, -32.138, -6.414], [-14.536, -31.877, -5.463], [-12.594, -31.566, -6.653], [-14.281, -32.872, -7.459], [-11.924, -32.052, -7.222], [-12.274, -30.846, -6.031], [-13.704, -33.220, -8.201], [-15.196, -33.250, -7.285], [-5.071, -27.938, -7.046], [-4.878, -28.634, -6.052], [-6.270, -27.872, -7.669], [-4.119, -27.125, -7.608], [-6.992, -28.414, -7.213], [-6.528, -27.046, -8.179], [-3.161, -27.138, -7.313], [-4.317, -26.786, -8.532]], "mulliken_spin": [1.7936, 0.0314, -0.0001, 0.0100, 0.0097, 0.0375, -0.1082, 0.0086, 0.0172, 0.0124, 0.0581, 0.0020, -0.0177, 0.0060, 0.0268, 0.0021, 0.0772, -0.0001, 0.0005, 0.0008, 0.0067, -0.0005, 0.0008, -0.0010, -0.0001, 0.0025, -0.0081, -0.0001, 0.0008, 0.0185, 0.0026, 0.0013, 0.0000, -0.0002, -0.0001, 0.0032, 0.0001, 0.0000, 0.0003, 0.0000, 0.0051, 0.0000, 0.0001, 0.0000, 0.0000, 0.0001, -0.0003, -0.0003, -0.0027, -0.0002, 0.0000, 0.0043, 0.0003, 0.0000, 0.0000, 0.0003, -0.0001, 0.0045, -0.0011, 0.0000, 0.0000, 0.0000, 0.0000, 0.0000, -0.0001, 0.0006, 0.0000, 0.0000, -0.0015, -0.0010, 0.0021, 0.0000, -0.0046, -0.0003, 0.0000, 0.0000]}

---

{"formula": "C4H8O", "method": "ωB97M-V/def2-TZVPD", "lumo_energy_ev": 1.13, "e_homo_ev": -10.15, "smiles": "OCC1CC1", "fmax_ha_per_bohr": 0.014, "e_above_lowest_ev": 1.367, "elements": ["O", "C", "C", "C", "C", "H", "H", "H", "H", "H", "H", "H", "H"], "xyz": [[-0.649, -2.029, -0.268], [0.469, -1.230, -0.620], [0.113, 0.262, -0.451], [0.664, 1.289, 0.526], [-0.707, 0.765, 0.764], [-1.423, -1.505, -0.510], [0.736, -1.421, -1.678], [1.315, -1.614, -0.033], [-0.287, 0.615, -1.403], [1.427, 0.981, 1.236], [0.748, 2.333, 0.225], [-0.865, 0.102, 1.613], [-1.541, 1.453, 0.599]], "nbo_charge": [-0.7130, -0.0640, -0.2731, -0.4064, -0.4273, 0.4635, 0.1642, 0.1797, 0.2096, 0.2170, 0.2162, 0.2215, 0.2121]}